{"formula": "C30H56BN17O11", "method": "wB97M-V/def2-TZVPD", "elements": ["H", "H", "O", "N", "C", "H", "O", "H", "C", "C", "C", "C", "C", "N", "H", "O", "C", "N", "O", "H", "O", "H", "H", "C", "N", "N", "C", "H", "H", "H", "H", "C", "N", "H", "B", "H", "H", "H", "C", "H", "H", "C", "H", "H", "C", "C", "C", "N", "C", "H", "C", "N", "H", "H", "N", "H", "C", "N", "H", "H", "O", "H", "H", "H", "C", "C", "H", "H", "H", "H", "C", "C", "H", "C", "C", "H", "H", "O", "H", "H", "H", "H", "O", "N", "H", "N", "C", "H", "H", "H", "N", "H", "H", "H", "H", "O", "N", "O", "H", "C", "H", "N", "C", "H", "N", "H", "H", "H", "N", "C", "C", "H", "C", "H", "O"], "positions_angstrom": [[-7.0634, -3.8194, 3.3062], [-0.8278, -3.5922, 1.1829], [2.9705, -2.1654, -5.2637], [5.0680, -2.1069, -4.4173], [-1.7767, 1.6280, -1.9647], [-4.8556, -0.6721, 2.0569], [5.3615, -5.0441, -2.0810], [5.5510, -0.8131, -6.5338], [2.0175, 3.8611, -0.0862], [-3.5560, 1.2416, 0.6393], [-8.8871, 5.2539, -0.4495], [1.3335, -7.6878, 0.0103], [5.9834, 1.4366, -2.1912], [1.8770, 0.6372, -1.9370], [6.0362, 1.0482, -3.2236], [-1.6577, 0.5425, 5.6699], [4.2768, 2.9377, -0.3065], [-4.3934, 5.1733, 3.3447], [-5.2000, -3.1293, 1.8075], [-4.5473, 1.7979, 2.4644], [-5.5931, 3.2649, 3.0921], [0.9207, -3.4322, 1.0044], [-4.3994, 1.6051, 0.0425], [-0.1845, -3.4543, -0.9518], [1.0986, -8.7982, 0.7742], [-0.1583, -0.2360, 7.1834], [0.8088, -2.2929, -1.2956], [3.8096, 4.7966, 0.6782], [0.6323, -1.4925, -0.5601], [-1.2343, -3.1495, -1.0887], [-3.7541, 4.6957, 3.9530], [-3.6379, 1.3502, 2.0314], [-6.8520, -2.8402, 3.3398], [0.7662, -0.2394, 7.5693], [1.1347, 5.0852, 0.4397], [1.3947, 1.3609, 5.9945], [1.3635, -8.7564, 1.7408], [1.1188, -6.9936, -1.8828], [4.7514, 0.7988, -1.4534], [-6.1433, 6.1094, 1.7935], [-1.0797, -0.7127, -2.6620], [1.4485, 2.7398, -0.7889], [5.9560, 2.5326, -2.2172], [0.5357, -8.6154, -1.6796], [-0.5305, 0.5497, 6.1291], [-2.6113, 0.8673, 2.8548], [-0.2694, 1.7166, -1.6428], [0.9565, -7.7932, -1.2915], [3.7512, 1.8570, -0.9794], [-4.2462, 6.1427, 3.1414], [-1.4823, 0.2951, 2.2710], [0.4626, 1.3450, 5.6277], [7.8160, -5.3412, -0.0860], [-0.8583, -0.8353, 7.5796], [-9.3111, 5.0527, -1.7289], [0.0902, -4.9834, 0.6333], [-2.4262, 0.6492, 0.0508], [-5.5929, -1.0497, 2.6264], [-2.2489, 2.5571, -1.5824], [-7.0554, 4.6395, 1.6067], [0.3518, 5.7194, -0.4811], [1.6954, -1.8518, -3.3228], [5.3572, 3.0144, -0.1580], [2.1224, 5.5573, 2.2017], [-1.4124, 0.1880, 0.8795], [0.0277, -3.8870, 0.5455], [-0.1636, 6.4300, -0.0790], [6.3278, -6.2352, -0.1185], [0.5739, 5.0026, 2.4368], [0.6798, -9.6348, 0.4158], [7.6175, -0.2030, -1.7731], [-5.8337, -2.3881, 2.5378], [4.2784, 0.0183, -2.0656], [0.5762, 0.6569, -2.1544], [4.1279, -1.8151, -5.3700], [7.0684, -1.0104, -1.2401], [0.0580, -4.3137, -1.5966], [7.2437, 1.0985, -1.5393], [-0.5390, -0.2724, 0.4078], [-6.1115, -0.4356, 3.2253], [-1.9404, 1.6462, -3.0548], [6.0308, -1.8313, -4.4829], [1.8456, -6.6711, 0.4584], [6.9227, -5.5189, -0.5037], [-7.3820, -2.2437, 3.9453], [1.1758, 5.5594, 1.8384], [2.3300, 1.7298, -1.2308], [0.0585, -0.2029, -4.0353], [0.0933, -2.5937, -3.3166], [-9.4416, 7.2705, -0.5331], [7.2965, -3.8619, -2.0385], [5.1417, 0.2985, -0.5459], [-0.6555, -0.1122, 2.8570], [-2.7291, 0.9480, 3.9414], [-9.7100, 5.7747, -2.2974], [8.4895, -0.4216, -2.5479], [4.5967, -1.1046, -6.4402], [-8.4038, 4.3625, 0.2289], [-8.7484, 6.7202, 0.9533], [0.7191, -1.8465, -2.7876], [0.2297, 1.9364, 4.8510], [-6.2708, 5.1399, 2.0111], [6.4501, -4.8299, -1.5731], [1.8316, -2.6780, -1.1255], [0.1036, 2.7564, -0.9634], [4.7563, -2.6256, -3.6176], [6.9858, -3.3257, -2.8238], [8.1927, -3.6682, -1.6335], [-9.0459, 6.5305, 0.0143], [-5.4334, 4.4467, 2.8316], [3.3664, 3.9498, 0.1443], [-9.2118, 4.1282, -2.1066], [-0.0527, -0.4893, -2.9765], [3.9388, -0.8710, -7.1602], [-2.4336, 0.5374, -1.3259]], "e_lumo_ev": 0.302, "homo_ev": -8.2, "smiles": "CCCCCc1nc2c(CCOC=O)ccc(B(N)O)c2nc1COc1ccccc1.NC(N)=O.NC(N)=O.NC(N)=O.NC(N)=O.NC(N)=O.NC(N)=O.NC(N)=O", "spin_multiplicity": 1}

{"formula": "C21H34N2O6S", "method": "wB97M-V/def2-TZVPD", "elements": ["H", "H", "C", "H", "H", "C", "H", "H", "C", "O", "H", "H", "C", "H", "C", "H", "H", "C", "N", "C", "O", "H", "S", "H", "H", "O", "H", "H", "C", "H", "C", "C", "C", "H", "C", "H", "H", "H", "C", "C", "H", "H", "H", "H", "C", "C", "H", "C", "C", "N", "O", "H", "C", "H", "O", "C", "H", "H", "H", "H", "O", "H", "C", "H"], "positions_angstrom": [[-2.5839, -1.4974, -2.8222], [-2.4989, 0.4149, 1.5763], [0.9007, -1.5940, 3.0942], [0.9550, -0.9467, -1.1545], [1.3808, -0.5994, 7.7062], [-0.6721, -0.1726, 0.6258], [-2.2703, 1.0518, -2.8260], [2.0092, 0.8764, 5.0917], [-1.2618, 2.8040, 1.2226], [1.3678, 1.8195, -3.0577], [1.9816, 2.4790, -4.8197], [-0.3729, -0.5165, 7.5589], [-0.8643, -1.5137, -5.5937], [0.3233, 0.2742, 0.5808], [1.5519, 0.9582, -1.9513], [-1.0849, -2.3908, -6.2154], [3.3022, 1.8506, -3.7891], [-0.9648, 1.7516, 2.2868], [-0.7584, 0.0633, -1.8261], [2.2125, 0.3367, -4.8547], [2.0378, -1.4425, 0.7342], [-0.7822, 0.7715, -3.7755], [0.9627, -2.1334, 1.3911], [-0.3938, -3.1833, 3.6579], [-2.3262, 2.8234, 1.0024], [-2.6475, 0.3506, -0.6477], [-1.3954, 1.3935, 4.3780], [-1.4242, -0.6546, -5.9760], [2.2668, 1.6852, -4.1259], [-2.9270, -0.6276, -4.3366], [-1.4510, 0.1138, -0.6775], [-1.4786, 0.3362, -3.0585], [0.6769, -0.6855, 5.6988], [1.1860, -1.9652, -5.1163], [0.6394, -0.2836, -1.9595], [-1.2487, -2.1599, 0.9073], [-0.7336, 2.5858, 0.2978], [2.2134, 0.0377, 2.7538], [0.5632, -0.1957, 7.1088], [1.4771, -0.0108, 4.7817], [-1.3024, 3.1019, 3.9437], [0.6238, 0.8892, 7.1483], [-1.3260, -0.3324, 2.6730], [0.9540, -1.2893, -6.7518], [-1.4394, 0.3655, 1.8404], [-2.1338, -0.9273, -3.6386], [-0.9588, 3.7905, 1.5672], [0.6339, -1.2159, -5.7013], [0.1142, -2.2913, 3.9901], [-0.4408, -1.6039, 0.6797], [-1.2473, -1.8247, -4.2714], [2.5963, 0.6336, -1.8765], [0.0054, -1.8351, 5.2917], [0.1188, 1.7105, 2.4538], [0.8763, 0.0795, -5.2066], [-1.6366, 2.1232, 3.6073], [2.8523, 0.3879, -5.7496], [2.5998, -0.4650, -4.2069], [0.7373, -0.8212, -2.9006], [-0.6091, -2.3720, 5.9993], [0.9227, -3.5636, 1.3443], [-2.7167, 2.1534, 3.4846], [1.5918, -0.4630, 3.4791], [1.3164, 1.5648, -1.0703]], "e_above_lowest_kcal_mol": 24.2, "e_lumo_ev": 0.638, "homo_ev": -8.7, "smiles": "Cc1ccc(S(=O)(=O)N[C@H](CC(C)C)C(=O)N2CCOCCOCCOCC2)cc1", "spin_multiplicity": 1}

{"formula": "C6H12O", "method": "wB97M-V/def2-TZVPD", "elements": ["H", "C", "H", "H", "C", "H", "H", "H", "H", "H", "H", "H", "C", "C", "O", "H", "C", "H", "C"], "positions_angstrom": [[-0.4726, -1.8046, -1.3519], [1.3911, -0.8571, -1.9339], [0.0392, -0.8644, 1.8775], [2.1361, -0.1779, -1.4983], [0.2700, -1.1086, -0.9362], [0.6857, -1.6079, -0.0458], [-1.1893, 2.0445, 1.9183], [0.7531, 2.7177, 0.5965], [-1.5184, -0.4217, 2.7081], [0.9993, -0.3829, -2.8428], [0.5431, 0.9460, -0.0256], [1.8960, -1.7826, -2.2209], [-0.3283, 0.2149, -0.5237], [-0.7397, 1.2152, 1.4309], [0.7680, 1.8614, 1.0894], [-2.4987, 0.0555, 0.3600], [-1.4061, 0.1839, 0.5431], [-0.7269, 0.8195, -1.3485], [-0.8396, -0.2242, 1.8738]], "e_above_lowest_kcal_mol": 90.1, "e_lumo_ev": 0.914, "homo_ev": -9.0, "smiles": "CCC[C@H]1C[C@H]1O", "spin_multiplicity": 1}

{"formula": "C4H6GaO7", "method": "wB97M-V/def2-TZVPD", "elements": ["O", "Ga", "O", "O", "H", "C", "H", "O", "C", "H", "H", "H", "C", "C", "O", "O", "O", "H"], "positions_angstrom": [[-1.0689, -1.7034, 0.4886], [2.4086, -1.9322, 1.6706], [-4.7071, 0.3726, -0.0045], [-2.6859, 0.6683, -0.7938], [-5.2162, -0.1696, 0.6211], [-3.4472, 0.2789, 0.1631], [-0.9640, -0.0249, 1.7706], [2.1207, 0.1374, -1.2206], [-1.2995, 0.5191, -0.3992], [-0.7701, 0.0742, -1.2454], [-1.0290, -2.2666, 1.2721], [1.4275, 0.8157, -1.1156], [-1.3341, -0.4112, 0.8176], [2.0965, -0.6871, -0.1896], [-2.8951, -0.3249, 1.1341], [2.9384, -1.6152, -0.1407], [1.2925, -0.4953, 0.7783], [-0.9092, 1.5102, -0.1583]], "e_lumo_ev": [-8.690, -12.280], "homo_ev": [-19.6, -20.1], "charge": 2, "spin_multiplicity": 2}

{"formula": "C34H35BrN3O2PSiSn", "method": "wB97M-V/def2-TZVPD", "elements": ["H", "P", "C", "H", "C", "H", "H", "C", "C", "C", "C", "H", "H", "C", "C", "Br", "C", "Sn", "H", "C", "H", "C", "H", "C", "H", "H", "C", "H", "H", "C", "C", "C", "H", "C", "H", "H", "H", "C", "C", "H", "C", "H", "C", "H", "H", "C", "N", "H", "C", "C", "Si", "O", "H", "H", "C", "C", "C", "H", "H", "H", "C", "H", "C", "C", "H", "H", "N", "O", "H", "C", "N", "H", "C", "C", "C", "H", "H", "H"], "positions_angstrom": [[1.0338, 2.5943, 2.9136], [0.9693, 0.2690, -1.5945], [2.0381, -0.9801, -3.8213], [2.6865, -1.8931, -5.6443], [-3.9468, -1.5379, 2.3001], [-1.1857, -5.4382, 2.1843], [-4.8805, 0.2447, -1.5654], [-2.8644, -1.3506, 1.4380], [-0.9471, -4.5108, 1.6698], [-2.0107, -3.4875, 1.9231], [1.7440, -3.3050, -4.3332], [1.4361, 2.8106, -0.2454], [-4.2294, 2.9690, 1.9707], [0.7477, 0.1647, 1.8897], [0.3560, 1.4785, -2.7574], [2.7201, 4.0784, 4.8242], [1.7108, 1.8777, 3.3569], [-0.7605, -0.8116, 0.0030], [-1.6702, 2.5504, -0.1016], [1.4360, -1.1694, -2.5760], [-4.6901, -0.7674, 2.4288], [1.1375, -3.5105, -3.1036], [3.3740, 3.6453, 1.0258], [-5.1556, 0.5839, -0.5645], [-5.8856, 1.3882, -0.6774], [1.2629, 4.2746, -4.4290], [3.4348, 0.0090, 4.4945], [-1.4559, 0.3557, -3.1187], [-3.1286, -4.6780, 3.2878], [-2.6207, 2.3402, -0.5982], [-4.1237, 1.8851, 2.0503], [1.6774, 0.5438, 2.9562], [-4.8492, -2.9192, 3.6463], [-4.0221, -2.7371, 2.9726], [-2.4264, 1.9701, -1.6056], [-3.1473, 3.2905, -0.7114], [0.0261, -4.1668, 2.0257], [1.0095, -2.4525, -2.2203], [2.3382, 0.8865, -0.6328], [-5.0748, 1.5042, 2.4250], [3.4439, 0.0613, -0.4241], [2.0845, 2.7683, -2.6660], [4.5178, 0.5321, 0.3157], [4.1952, 1.6580, 5.6427], [1.0764, -2.6487, -0.1876], [3.4883, 1.3393, 4.8888], [-2.5972, -0.2365, 0.6800], [-0.0764, -3.5669, -0.8827], [2.3048, 2.1800, -0.1045], [2.5340, -0.3955, 3.5240], [-3.6729, 1.1696, 0.3884], [-0.0125, 0.9775, 1.3179], [-0.8987, 3.8303, -5.5357], [-2.2499, 1.8656, -4.8850], [4.4900, 1.8202, 0.8302], [0.6686, 3.4206, -4.1347], [-0.8593, 1.2215, -3.3918], [5.3785, -0.1019, 0.4784], [1.8547, -4.1350, -5.0177], [-5.6616, -0.2413, -0.0589], [2.2094, -2.0459, -4.6864], [2.4908, -1.4274, 3.2050], [1.1293, 2.5752, -3.1360], [-0.5446, 3.1672, -4.7579], [3.4794, -0.9342, -0.8506], [0.7882, -4.4979, -2.8271], [0.3769, -2.6595, -0.9349], [0.7107, -1.0679, 1.4636], [-3.3530, 1.6850, 2.7966], [-3.0556, -3.7265, 2.7829], [-1.9138, -2.2932, 1.3015], [-0.8858, -4.7590, 0.6080], [2.6270, 2.2663, 4.3151], [-1.3076, 2.0634, -4.3925], [3.3892, 2.6436, 0.6169], [5.3320, 2.1898, 1.4004], [2.3529, 0.0124, -4.1186], [4.1026, -0.7087, 4.9506]], "e_above_lowest_kcal_mol": 15.1, "e_lumo_ev": -6.802, "homo_ev": -13.6, "charge": 2, "spin_multiplicity": 1}

Number 1: F_max 2.65 eV/A. Number 2: F_max 0.97 eV/A. Number 3: F_max 4.05 eV/A. Number 4: F_max 3.50 eV/A. Number 5: F_max 1.23 eV/A.